1.
# C20H23BN8SbSe4SiV

C20H23BN8SbSe4SiV as an isolated structure (ωB97M-V/def2-TZVPD, the Open Molecules 2025 dataset).

Structure (XYZ):
```
59
Properties=species:S:1:pos:R:3
V -0.68 0.80 0.35
C -2.87 0.49 3.69
C -1.55 0.37 3.29
N -1.47 0.75 2.01
N -2.68 1.10 1.58
C -3.56 0.94 2.58
B -2.84 1.68 0.16
N -2.33 0.65 -0.87
C -2.75 0.60 -2.15
C -2.30 -0.59 -2.70
C -1.60 -1.22 -1.68
N -1.63 -0.45 -0.58
N -1.90 2.88 0.04
C -2.09 4.18 -0.21
C -0.86 4.81 -0.13
C 0.06 3.80 0.17
N -0.60 2.65 0.27
N -4.28 1.96 -0.11
C -5.25 1.02 -0.27
C -6.45 1.67 -0.39
C -6.12 3.03 -0.29
N -4.83 3.20 -0.12
H -3.28 0.26 4.65
H -0.66 0.07 3.84
H -4.60 1.17 2.46
H -3.33 1.40 -2.57
H -2.43 -0.93 -3.70
H -1.09 -2.17 -1.67
H -3.07 4.56 -0.42
H -0.64 5.85 -0.26
H 1.13 3.84 0.33
H -5.02 -0.03 -0.29
H -7.42 1.23 -0.52
H -6.77 3.88 -0.34
C 1.95 -1.86 -1.10
Si 1.63 -2.97 0.45
C 0.24 -2.50 1.69
C 1.30 -4.79 0.13
C 2.20 -5.77 0.56
C 1.86 -7.11 0.50
C 0.62 -7.48 -0.01
C -0.27 -6.52 -0.46
C 0.07 -5.18 -0.37
H 2.89 -1.30 -1.01
H 1.13 -1.15 -1.27
H 2.05 -2.47 -1.99
H 0.55 -1.85 2.51
H -0.13 -3.42 2.14
H -0.59 -2.02 1.15
H 3.16 -5.45 0.96
H 2.54 -7.86 0.87
H 0.34 -8.52 -0.05
H -1.23 -6.82 -0.86
H -0.65 -4.43 -0.68
Se 3.39 -0.16 4.37
Sb 3.38 -0.29 1.97
Se 1.16 0.42 1.06
Se 5.15 0.65 0.64
Se 3.69 -2.78 1.65
```

Computed properties:
E = -12318.09233 Ha
Lowest unoccupied orbital energy (spin up / spin down) = -5.4812 / -4.6145 eV
Strongest force on any atom = 4.71 eV/Å
Charge = +1
Highest occupied orbital energy (spin up / spin down) = -0.3656 / -0.3671 Ha
Orbital gap (spin up / spin down) = 4.47 / 5.37 eV
Energy relative to the best compared isomer or geometry (same formula, charge and spin) = 1.348 eV
Molar mass = 902.902 g mol⁻¹
2S+1 = 2

2.
# C4H7NO2

The molecule C4H7NO2 (ωB97M-V/def2-TZVPD, the Open Molecules 2025 dataset).

Structure (XYZ):
```
14
Properties=species:S:1:pos:R:3
C 1.84 -0.41 0.34
C 0.54 0.35 0.14
C -0.39 -0.24 -0.91
N -1.62 0.44 -0.52
C -1.60 0.50 0.87
O -2.53 0.71 1.61
O -0.32 0.31 1.30
H 1.69 -1.49 0.39
H 2.32 -0.08 1.26
H 2.53 -0.20 -0.49
H 0.76 1.40 -0.08
H -0.41 -1.33 -0.79
H -0.11 -0.03 -1.94
H -2.50 0.25 -0.98
```

Computed properties:
E = -361.87679 Ha
Lowest unoccupied orbital energy = 0.8342 eV
Strongest force on any atom = 0.65 eV/Å
Highest occupied orbital energy = -0.3717 Ha
Orbital gap = 10.95 eV
Energy relative to the best compared isomer or geometry (same formula, charge and spin) = 0.111 eV
Molar mass = 101.105 g mol⁻¹
Structure (SMILES) = C[C@H]1CNC(=O)O1